[1]
Formula: C12H22N
Source: the Open Molecules 2025 dataset
Level of theory: ωB97M-V/def2-TZVPD

- molar mass (g/mol) = 180.31
- Kohn-Sham gap (eV) = 8.03
- energy above the lowest of the compared OMol25 structures with the same formula, charge and spin (kJ/mol) = 216.0
- HOMO (hartree) = -0.4457
- total charge = +1

Geometry (Å):
C  1.19  0.27  -0.87
C  2.27  0.41  -0.11
C  -3.62  -0.69  -0.42
C  -2.44  -0.44  0.45
C  2.67  -0.52  0.86
C  2.09  -1.82  0.47
C  0.63  -1.66  0.41
C  0.40  -0.89  -0.85
C  3.32  1.57  -0.42
C  -0.91  1.08  1.69
C  -2.05  1.85  -0.51
C  -1.79  0.71  0.53
N  -0.46  -1.19  -1.76
H  1.13  1.04  -1.62
H  -3.20  -0.77  -1.35
H  -4.16  -1.52  0.04
H  -2.24  -1.42  1.03
H  3.74  -0.53  0.86
H  2.26  -0.06  1.74
H  2.57  -2.02  -0.51
H  2.30  -2.65  1.11
H  0.04  -2.55  0.48
H  0.27  -0.99  1.25
H  2.86  2.48  -0.86
H  3.96  0.91  -1.02
H  3.65  2.02  0.46
H  -1.28  2.01  2.10
H  0.08  1.33  1.40
H  -1.04  0.28  2.46
H  -2.57  1.47  -1.48
H  -2.74  2.58  -0.17
H  -1.18  2.35  -0.80
H  -4.29  0.12  -0.37
H  -1.03  -1.90  -1.53
H  -0.40  -0.84  -2.68

[2]
Formula: C28H25ClMnO3P
Source: the Open Molecules 2025 dataset
Level of theory: ωB97M-V/def2-TZVPD

- molar mass (g/mol) = 530.87
- Kohn-Sham gap (spin up / spin down) (eV) = 7.54 / 7.48
- energy above the lowest of the compared OMol25 structures with the same formula, charge and spin (kJ/mol) = 0.0
- HOMO (spin up / spin down) (hartree) = -0.1791 / -0.1769
- total charge = -1
- spin multiplicity = 2
- ⟨S²⟩ = 1.23

Geometry (Å):
Mn  -1.33  1.06  0.39
C  -1.05  -0.24  3.88
C  0.24  -0.99  3.86
C  0.84  -1.38  5.06
C  2.01  -2.10  5.07
C  2.61  -2.47  3.88
C  2.04  -2.08  2.68
C  0.86  -1.33  2.65
P  0.09  -0.79  1.07
C  1.51  -0.92  -0.06
C  1.57  -1.88  -1.07
C  2.60  -1.88  -1.98
C  3.58  -0.90  -1.92
C  3.51  0.08  -0.94
C  2.48  0.09  -0.01
C  2.37  1.16  1.03
C  -1.01  -2.21  0.74
C  -0.87  -3.46  1.32
C  -1.89  -4.39  1.24
C  -3.09  -4.03  0.63
C  -3.23  -2.81  0.02
C  -2.17  -1.88  -0.01
C  -2.24  -0.65  -0.75
H  -1.33  0.04  4.89
H  -1.85  -0.86  3.46
H  -0.99  0.67  3.27
H  0.36  -1.11  5.99
H  2.47  -2.38  6.02
H  3.52  -3.06  3.88
H  2.50  -2.36  1.74
H  0.79  -2.64  -1.12
H  2.64  -2.62  -2.77
H  4.38  -0.88  -2.63
H  4.25  0.87  -0.91
H  3.18  1.88  0.95
H  2.36  0.74  2.03
H  1.42  1.70  0.88
H  0.03  -3.70  1.88
H  -1.78  -5.37  1.68
H  -3.92  -4.73  0.62
H  -4.16  -2.54  -0.47
H  -3.21  -0.50  -1.24
H  -1.42  -0.57  -1.48
Cl  -2.73  2.07  1.70
O  -2.88  3.40  -2.29
C  -2.02  3.85  -3.22
C  -2.50  4.73  -4.19
C  -1.66  5.24  -5.16
C  -0.32  4.87  -5.19
C  0.16  3.98  -4.24
C  -0.66  3.49  -3.23
C  -0.04  2.57  -2.20
O  1.10  2.15  -2.36
O  -0.77  2.31  -1.17
H  -2.34  2.89  -1.63
H  -3.54  5.00  -4.16
H  -2.04  5.94  -5.88
H  0.33  5.27  -5.95
H  1.19  3.67  -4.25

[3]
Formula: C5H5Cl2F
Source: the Open Molecules 2025 dataset
Level of theory: ωB97M-V/def2-TZVPD

- molar mass (g/mol) = 155.00
- Kohn-Sham gap (eV) = 9.69
- energy above the lowest of the compared OMol25 structures with the same formula, charge and spin (kJ/mol) = 291.9
- HOMO (hartree) = -0.3403
- SMILES = C=C(F)/C=C(/Cl)CCl

Geometry (Å):
C  -0.33  -1.10  0.69
C  0.45  -0.25  -0.21
C  0.64  1.01  -0.28
C  0.13  1.85  0.81
C  -1.14  2.13  1.27
H  -0.73  -0.41  1.63
H  0.28  -1.98  1.25
H  1.55  1.31  -0.89
H  -2.01  1.65  0.98
H  -0.91  2.90  2.29
F  1.10  2.60  1.11
Cl  -1.71  -1.67  -0.37
Cl  1.32  -1.19  -1.33

Please write out number 3 again, unchanged.
Formula: C5H5Cl2F
Source: the Open Molecules 2025 dataset
Level of theory: ωB97M-V/def2-TZVPD

- molar mass (g/mol) = 155.00
- Kohn-Sham gap (eV) = 9.69
- energy above the lowest of the compared OMol25 structures with the same formula, charge and spin (kJ/mol) = 291.9
- HOMO (hartree) = -0.3403
- SMILES = C=C(F)/C=C(/Cl)CCl

Geometry (Å):
C  -0.33  -1.10  0.69
C  0.45  -0.25  -0.21
C  0.64  1.01  -0.28
C  0.13  1.85  0.81
C  -1.14  2.13  1.27
H  -0.73  -0.41  1.63
H  0.28  -1.98  1.25
H  1.55  1.31  -0.89
H  -2.01  1.65  0.98
H  -0.91  2.90  2.29
F  1.10  2.60  1.11
Cl  -1.71  -1.67  -0.37
Cl  1.32  -1.19  -1.33